No. 1
Formula: C6H10N2
Source: OMol25
Level of theory: ωB97M-V with the def2-TZVPD basis set

Each line ends with the Löwdin charge.
CARTESIAN COORDINATES (ANGSTROEM)
C (-0.534, 0.729, 0.364)  -0.649
C (0.879, 0.866, -0.233)  -0.019
C (0.623, -0.649, -0.339)  -0.757
C (-0.056, -0.531, 1.085)  -0.104
C (-0.448, -0.928, -1.182)  -0.078
C (-1.362, 0.018, -0.671)  -0.008
H (-0.449, 1.804, 1.907)  0.200
H (-2.023, 1.801, 1.344)  0.054
H (1.047, 1.392, -1.197)  0.144
H (1.489, 0.957, 0.657)  0.101
H (1.980, -1.964, 1.153)  0.231
H (1.389, -2.504, -1.825)  0.209
H (0.653, -0.096, 1.918)  0.115
H (-0.797, -1.098, 1.735)  0.138
H (-0.459, -1.834, -1.772)  0.066
H (-2.669, -0.085, -0.540)  0.193
N (-1.142, 2.000, 0.811)  0.067
N (1.888, -1.342, -0.457)  0.096

Atomic forces in eV per Å
-2.4 1.9 -1.8
-1.5 -0.5 -0.7
5.2 -1.5 3.3
0.5 1.9 3.8
-5.5 2.0 -0.6
-2.8 -3.1 -1.9
-2.4 2.2 -3.5
0.4 0.0 -1.0
0.0 -0.1 1.0
1.0 0.9 -0.7
-0.1 0.9 -4.3
1.2 1.8 3.1
-0.5 -1.2 -1.3
0.7 -0.3 -1.9
-0.5 0.2 -0.2
4.3 0.6 -1.0
2.9 -2.2 6.5
-0.5 -3.5 1.0

Output
**E_LUMO**: -1.0 eV
**Energy above the lowest of the compared OMol25 structures with the same formula, charge and spin**: 13.360 eV
**Charge**: 0
**HOMO level**: -8.72 eV

---

No. 2
Formula: C6H10N2
Source: OMol25
Level of theory: ωB97M-V with the def2-TZVPD basis set

Each line ends with the Löwdin charge.
CARTESIAN COORDINATES (ANGSTROEM)
C (0.205, 1.346, -1.227)  -0.046
C (1.810, -1.026, 1.467)  -0.072
C (0.195, 0.117, -0.389)  -0.317
C (1.736, -0.505, 0.073)  -0.343
C (-2.192, -0.189, -0.290)  -0.142
C (-3.083, -0.004, 0.672)  -0.016
N (-0.673, -0.646, 0.039)  0.106
N (2.733, -0.512, -0.685)  0.121
H (2.608, -0.101, -1.609)  0.047
H (-2.445, -0.128, -1.347)  0.089
H (-0.539, 2.048, -0.851)  0.081
H (1.182, 1.826, -1.208)  0.075
H (-0.052, 1.092, -2.257)  0.089
H (1.580, -0.228, 2.172)  0.079
H (1.061, -1.805, 1.598)  0.069
H (2.803, -1.423, 1.670)  0.076
H (-2.791, 0.030, 1.711)  0.053
H (-4.138, 0.108, 0.460)  0.050

Atomic forces in eV per Å
-0.3 0.1 0.0
-0.1 -0.2 -0.1
5.0 -0.9 0.6
-2.4 1.5 -0.9
2.6 -1.0 0.6
0.4 -0.1 -0.1
-5.5 0.7 0.0
0.7 -0.1 -0.2
-0.4 0.0 0.1
0.1 -0.3 0.1
-0.1 0.1 -0.1
0.0 -0.1 0.0
0.0 0.1 0.0
0.0 0.0 0.1
-0.1 0.0 0.1
0.0 0.0 -0.1
0.1 -0.3 0.1
0.1 0.3 -0.2

Output
**E_LUMO**: 0.9 eV
**Energy above the lowest of the compared OMol25 structures with the same formula, charge and spin**: 2.469 eV
**Charge**: 0
**HOMO level**: -8.85 eV
**SMILES string**: [H]/N=C(C)\C(C)=N\C=C

---

No. 3
Formula: C6H10N2
Source: OMol25
Level of theory: ωB97M-V with the def2-TZVPD basis set

Each line ends with the Löwdin charge.
CARTESIAN COORDINATES (ANGSTROEM)
C (-0.634, -0.433, 1.202)  -0.132
C (-1.717, -0.424, -0.931)  -0.205
C (1.470, -0.527, -0.664)  -0.298
C (1.184, 0.874, -0.080)  -0.221
C (-0.301, 0.995, 0.427)  -0.222
C (-1.415, 0.838, -0.779)  -0.057
H (-1.408, -0.165, 1.922)  0.105
H (0.180, -0.742, 1.724)  0.072
H (-1.607, -1.960, 0.559)  0.060
H (-2.007, -0.928, -1.932)  0.152
H (0.524, -1.495, -0.944)  0.212
H (2.009, 1.086, 0.818)  0.142
H (1.111, 1.566, -0.964)  0.109
H (-0.487, 1.690, 1.321)  0.131
H (-1.481, 1.479, -1.648)  0.083
H (3.166, 0.211, 0.233)  0.142
N (-1.267, -1.233, 0.102)  -0.057
N (2.682, -0.833, -0.366)  -0.015

Atomic forces in eV per Å
-3.4 4.1 -3.5
-0.6 -2.7 -0.9
0.4 -1.3 2.1
-2.6 1.2 0.0
-1.7 -2.5 1.8
2.8 2.0 1.0
-0.2 -0.2 0.2
2.5 -1.8 0.9
-2.9 -4.3 0.9
-0.1 1.0 2.1
3.2 3.4 0.6
-2.5 0.0 -2.6
1.2 -0.1 0.9
0.4 -0.1 -2.1
0.1 0.4 0.3
-1.3 -4.2 -2.6
3.8 3.1 0.0
0.9 1.9 0.8

Output
**E_LUMO**: 0.9 eV
**Energy above the lowest of the compared OMol25 structures with the same formula, charge and spin**: 6.083 eV
**Charge**: 0
**HOMO level**: -8.49 eV

---

No. 4
Formula: C6H10N2
Source: OMol25
Level of theory: ωB97M-V with the def2-TZVPD basis set

Each line ends with the Löwdin charge.
CARTESIAN COORDINATES (ANGSTROEM)
C (0.780, -0.140, 1.015)  -0.191
C (2.066, 0.290, 0.465)  -0.026
C (-0.770, 1.503, -0.220)  -0.031
C (-0.136, 0.106, -0.326)  -0.474
N (-1.771, -1.597, 0.310)  0.085
C (-1.023, -0.992, -0.630)  -0.156
C (0.984, 0.191, -1.359)  -0.292
N (1.278, 0.161, -2.493)  0.161
H (-2.132, -2.527, 0.177)  0.099
H (-1.948, -1.162, 1.201)  0.101
H (0.738, -1.192, 1.296)  0.102
H (0.382, 0.465, 1.831)  0.104
H (-0.924, -1.514, -1.571)  0.117
H (2.392, 1.313, 0.600)  0.071
H (2.843, -0.437, 0.276)  0.072
H (-1.222, 1.788, -1.168)  0.089
H (0.000, 2.234, 0.037)  0.087
H (-1.537, 1.510, 0.558)  0.084

Atomic forces in eV per Å
-0.8 0.0 -0.5
0.5 0.0 0.3
0.1 -0.1 0.0
1.0 0.4 0.9
-0.5 -0.3 0.9
0.1 -0.3 -1.2
-0.8 -0.1 -1.1
0.2 0.1 1.0
0.1 0.2 0.0
0.0 -0.1 -0.1
0.0 0.0 -0.1
0.1 0.0 0.0
0.0 0.1 0.0
0.0 0.0 -0.1
0.0 0.0 0.0
0.0 0.0 0.0
0.0 0.0 0.0
0.0 0.0 0.0

Output
**E_LUMO (alpha / beta)**: -0.2 / 0.6 eV
**Energy above the lowest of the compared OMol25 structures with the same formula, charge and spin**: 4.370 eV
**Charge**: 0
**HOMO level (alpha / beta)**: -6.41 / -7.64 eV

---

No. 5
Formula: C6H10N2
Source: OMol25
Level of theory: ωB97M-V with the def2-TZVPD basis set

Each line ends with the Löwdin charge.
CARTESIAN COORDINATES (ANGSTROEM)
C (-2.222, -0.733, 0.159)  -0.029
C (-1.037, 0.056, -0.173)  -0.433
C (0.356, 1.741, 0.095)  -0.141
C (1.158, 0.489, -0.407)  -0.266
C (1.794, -0.495, 0.599)  -0.080
C (0.801, -1.505, 0.009)  -0.159
H (-3.007, -0.095, 0.630)  0.096
H (-1.952, -1.531, 0.926)  0.095
H (-2.675, -1.151, -0.697)  0.060
H (0.670, 2.022, 1.121)  0.103
H (0.537, 2.708, -0.528)  0.129
H (1.838, 0.769, -1.169)  0.119
H (2.797, -0.661, 0.393)  0.077
H (1.563, -0.400, 1.663)  0.115
H (1.110, -2.284, -0.660)  0.101
H (0.116, -1.940, 0.834)  0.127
N (-1.020, 1.235, 0.212)  0.095
N (0.149, -0.486, -0.811)  -0.009

Atomic forces in eV per Å
-0.8 -0.9 1.8
0.3 -1.2 -0.6
0.9 0.8 -0.1
-0.2 1.8 1.2
-1.9 -0.1 -0.1
-1.3 -1.6 1.5
0.9 -0.3 -0.3
-0.4 0.8 -1.1
-0.4 -1.0 -1.0
0.0 -0.1 -0.5
-0.7 -1.8 0.7
0.7 0.1 -0.9
1.9 -0.4 0.0
0.4 0.6 -0.2
0.7 -0.6 0.1
1.0 0.4 -1.5
1.0 2.7 0.3
-2.0 0.8 0.5

Output
**E_LUMO**: 1.1 eV
**Energy above the lowest of the compared OMol25 structures with the same formula, charge and spin**: 1.839 eV
**Charge**: 0
**HOMO level**: -8.91 eV
**SMILES string**: CC1=NC[C@H]2CCN12

---

No. 6
Formula: C6H10N2
Source: OMol25
Level of theory: ωB97M-V with the def2-TZVPD basis set

Each line ends with the Löwdin charge.
CARTESIAN COORDINATES (ANGSTROEM)
C (1.744, -0.816, 0.184)  0.132
C (0.728, 1.395, 0.275)  0.088
C (2.819, -1.460, 0.111)  0.228
C (-2.524, -1.136, 0.372)  0.051
C (-0.471, -0.612, -0.968)  -0.021
C (-0.381, 2.259, 0.133)  0.026
N (-1.413, -0.732, 0.071)  0.005
N (0.802, 0.088, -0.137)  0.058
H (1.219, 1.588, 1.221)  0.178
H (2.971, -2.318, 0.751)  0.151
H (3.586, -1.421, -0.621)  0.147
H (-2.850, -1.233, 1.410)  0.110
H (-3.296, -1.506, -0.243)  0.095
H (-0.174, -1.603, -1.305)  0.152
H (-0.692, 0.091, -1.777)  0.141
H (-0.925, 2.067, 1.073)  0.173
H (-0.069, 3.274, 0.245)  0.126
H (-1.072, 2.075, -0.794)  0.161

Atomic forces in eV per Å
-0.9 4.0 -1.8
-0.7 -2.8 2.7
-0.5 -1.8 1.4
-2.4 -1.2 1.2
-2.4 0.3 1.4
-1.6 -0.6 -3.8
4.0 1.2 -0.8
0.5 -1.3 -0.6
1.5 0.2 -0.3
0.2 -0.2 0.8
0.6 0.6 -1.2
0.5 0.5 0.2
-0.7 -0.4 -1.6
0.7 0.2 -0.1
0.2 -0.1 0.1
-0.2 -0.3 0.3
0.2 1.0 0.0
1.2 0.6 1.9

Output
**E_LUMO (alpha / beta)**: -12.0 / -12.0 eV
**Energy above the lowest of the compared OMol25 structures with the same formula, charge and spin**: 5.074 eV
**Charge**: +2
**HOMO level (alpha / beta)**: -17.61 / -17.61 eV